{"formula": "C5H4F2N2OS", "method": "ωB97M-V with the def2-TZVPD basis set", "symbols": ["C", "C", "C", "C", "C", "N", "N", "O", "F", "F", "S", "H", "H", "H", "H"], "positions_angstrom": [[1.817565, 0.961431, -0.236069], [1.574777, 1.958581, 0.646838], [-0.342108, 1.334042, -0.535830], [-2.060611, -0.135682, 0.720113], [-1.671534, 1.003936, -0.809532], [0.649265, 0.545185, -0.847615], [-2.977337, -1.008655, 0.445829], [-1.380640, 0.073274, 1.672375], [-2.019321, 0.311503, -1.922833], [-2.554844, 2.098118, -0.742075], [-0.051459, 2.547337, 0.681653], [2.900331, 0.659860, -0.492676], [2.194270, 2.379958, 1.378328], [-3.334185, -1.156546, -0.528662], [-2.950615, -2.026000, 0.917522]], "forces_ev_per_angstrom": [[0.6, 0.3, 0.0], [-0.6, 0.6, 0.4], [2.4, 0.3, 0.3], [2.3, 3.3, -2.4], [-5.1, -1.8, 1.9], [0.5, 0.5, -0.7], [-2.3, -5.7, -0.8], [-0.3, -0.5, 0.6], [0.7, 0.4, 0.4], [1.2, -1.0, -0.1], [1.0, -1.2, -1.0], [-2.3, -0.1, 0.4], [1.2, 0.6, 0.5], [0.8, 0.9, 1.3], [0.0, 3.4, -0.8]], "mulliken_charge": [-0.39, -0.21, 0.21, 0.43, 0.74, -0.56, -0.46, -0.48, -0.29, -0.30, -0.05, 0.30, 0.45, 0.29, 0.31], "orbital_gap_ev": 9.152, "largest_force_ev_per_a": 6.23, "homo_energy_ha": -0.329, "multiplicity": 1, "lumo_energy_ev": 0.203, "relative_energy_ev": 0.0000}

=====

{"formula": "C16H32Cl14O9", "method": "ωB97M-V with the def2-TZVPD basis set", "symbols": ["C", "O", "C", "O", "O", "C", "H", "H", "H", "H", "H", "H", "C", "O", "C", "O", "O", "C", "H", "H", "H", "H", "H", "H", "C", "O", "C", "O", "O", "C", "H", "H", "H", "H", "H", "H", "C", "Cl", "Cl", "H", "H", "C", "Cl", "Cl", "H", "H", "C", "Cl", "Cl", "H", "H", "C", "Cl", "Cl", "H", "H", "C", "Cl", "Cl", "H", "H", "C", "Cl", "Cl", "H", "H", "C", "Cl", "Cl", "H", "H"], "positions_angstrom": [[-4.028931, -0.993343, 5.550361], [-2.920192, -0.171568, 5.208300], [-1.871131, -0.806546, 4.739494], [-1.756900, -1.979453, 4.567120], [-0.950741, 0.093196, 4.460922], [0.341653, -0.442100, 4.179842], [-3.988999, -1.227561, 6.612037], [-4.063934, -1.909234, 4.966998], [-4.921963, -0.413242, 5.332954], [1.036459, 0.351363, 3.935775], [0.322575, -1.133267, 3.332866], [0.701122, -1.030161, 5.027985], [-1.365369, -5.589883, -1.512374], [-1.916291, -4.324322, -1.188923], [-1.488513, -3.746557, -0.060515], [-0.670287, -4.155886, 0.689646], [-2.104304, -2.573142, 0.070677], [-1.870022, -1.907744, 1.330996], [-2.186263, -6.286230, -1.691658], [-0.772993, -6.054456, -0.726930], [-0.739722, -5.519319, -2.397769], [-2.243035, -2.512776, 2.151036], [-2.355435, -0.939224, 1.247976], [-0.799825, -1.738767, 1.466499], [2.418455, -0.323519, 0.806967], [1.515918, 0.713462, 0.424408], [1.071200, 0.634578, -0.830806], [1.294636, -0.287298, -1.578328], [0.335882, 1.710387, -1.100142], [-0.523058, 1.610855, -2.231910], [3.033366, 0.059600, 1.615112], [3.054859, -0.655997, -0.007128], [1.864477, -1.188670, 1.179375], [-0.567396, 0.602647, -2.643592], [-0.170285, 2.176617, -3.092204], [-1.508730, 1.888193, -1.894303], [1.838433, -3.044321, -3.024695], [0.210287, -3.014349, -3.680799], [1.986943, -4.194176, -1.693316], [2.515613, -3.372539, -3.805875], [2.156809, -2.062070, -2.700788], [-1.474803, 4.699028, -0.548240], [-2.340327, 3.273802, 0.027438], [-2.221729, 5.382301, -1.993641], [-1.545582, 5.441868, 0.236864], [-0.433090, 4.474713, -0.736462], [-4.098115, -1.571167, -2.078839], [-3.723090, 0.111687, -1.629364], [-5.429039, -1.660492, -3.248743], [-3.235348, -2.015205, -2.549993], [-4.404789, -2.051804, -1.163658], [0.092636, 3.012354, 2.517656], [0.933745, 4.467721, 1.973464], [-1.361889, 3.382560, 3.428985], [-0.171977, 2.406376, 1.658157], [0.762619, 2.404231, 3.110816], [5.473476, 2.676094, -2.151726], [5.478216, 1.725576, -3.631073], [6.709880, 3.933778, -2.150916], [4.506186, 3.151894, -2.032716], [5.634628, 2.021907, -1.301698], [-2.217061, 0.717993, -6.338998], [-3.257458, 2.142440, -6.107456], [-0.671178, 0.881782, -5.534543], [-2.766103, -0.115197, -5.915400], [-2.070588, 0.550768, -7.398335], [6.490828, 2.893980, 2.188652], [4.825424, 3.524921, 2.108374], [6.782187, 1.556422, 1.090637], [7.118681, 3.737252, 1.926394], [6.699291, 2.599238, 3.209075]], "forces_ev_per_angstrom": [[-0.6, 0.0, 0.1], [-0.6, 0.3, 0.1], [0.1, 0.4, -0.1], [0.1, -1.3, 0.0], [1.1, 0.9, -0.2], [0.2, -1.0, -0.2], [0.0, -0.1, 0.0], [0.2, 0.0, 0.0], [0.0, 0.1, 0.1], [-0.2, 0.4, 0.2], [-0.2, 0.1, 0.0], [0.0, 0.2, 0.0], [0.1, -1.1, -0.2], [-0.1, 0.2, 0.3], [-0.4, 0.7, -0.9], [1.0, -0.9, 1.0], [-0.5, 0.3, 0.1], [0.4, 0.0, -0.5], [-0.1, 0.3, -0.2], [0.1, 0.5, 0.3], [-0.1, 0.2, -0.1], [-0.1, 0.1, 0.1], [-0.2, -0.1, 0.0], [-0.1, -0.1, 0.0], [0.1, -0.5, 0.4], [0.2, 0.3, -0.1], [-0.1, -0.4, -0.3], [0.0, 0.3, 0.1], [0.3, -0.2, 0.4], [-0.2, -0.7, -1.0], [0.0, 0.2, 0.0], [-0.1, 0.2, -0.2], [-0.1, 0.0, -0.1], [0.1, -0.2, 0.5], [0.1, 0.6, 0.4], [-0.1, 0.3, -0.2], [0.7, -0.1, -0.3], [-0.2, 0.2, 0.0], [0.0, 0.1, 0.2], [-0.1, -0.1, -0.1], [-0.4, 0.1, 0.2], [-0.1, 0.4, 0.3], [-0.1, -0.1, 0.1], [0.1, 0.0, -0.2], [0.0, 0.0, 0.0], [0.0, -0.3, -0.1], [-0.2, 0.4, 0.0], [0.0, -0.1, -0.1], [0.0, 0.0, 0.0], [0.2, -0.1, 0.2], [0.1, -0.3, 0.0], [0.0, -0.6, -0.2], [0.1, 0.0, 0.0], [0.0, 0.0, 0.1], [-0.1, 0.3, -0.2], [0.1, 0.3, 0.3], [-0.3, 0.0, 0.4], [0.0, -0.1, -0.1], [0.1, 0.0, 0.1], [0.0, 0.1, -0.2], [0.2, 0.0, -0.1], [-0.7, -0.1, 0.0], [0.2, 0.0, -0.1], [0.2, -0.1, 0.0], [0.2, -0.1, 0.1], [0.1, 0.2, 0.0], [-0.2, 0.8, 0.2], [0.1, -0.3, 0.0], [0.0, -0.1, 0.0], [0.2, -0.2, -0.2], [-0.1, -0.2, 0.0]], "mulliken_charge": [-0.71, -0.35, 0.89, -0.56, -0.20, -0.48, 0.29, 0.33, 0.24, 0.15, 0.12, 0.36, -0.73, -0.28, 0.77, -0.59, -0.12, -0.74, 0.25, 0.34, 0.22, 0.40, 0.35, 0.03, -0.79, 0.08, 0.52, -0.54, -0.06, -0.68, 0.25, 0.29, 0.22, 0.31, 0.31, 0.04, -0.05, -0.14, -0.16, 0.39, 0.00, -0.19, -0.10, -0.17, 0.38, 0.11, 0.03, -0.08, -0.19, 0.02, 0.24, 0.53, -0.19, -0.15, -0.34, 0.11, 0.19, -0.17, -0.16, 0.19, -0.06, -0.26, -0.16, -0.09, 0.20, 0.33, -0.37, -0.10, -0.14, 0.29, 0.32], "orbital_gap_ev": 11.000, "largest_force_ev_per_a": 1.68, "homo_energy_ha": -0.393, "multiplicity": 1, "lumo_energy_ev": 0.312, "smiles": "COC(=O)OC.COC(=O)OC.COC(=O)OC.ClCCl.ClCCl.ClCCl.ClCCl.ClCCl.ClCCl.ClCCl"}

=====

{"formula": "C24H25IrN6O2SSe", "method": "ωB97M-V with the def2-TZVPD basis set", "symbols": ["Ir", "C", "C", "C", "C", "C", "C", "C", "S", "O", "O", "N", "C", "C", "C", "C", "C", "C", "C", "C", "N", "C", "H", "H", "H", "H", "H", "H", "H", "H", "H", "H", "H", "H", "H", "N", "C", "C", "C", "N", "H", "H", "H", "H", "C", "N", "C", "C", "N", "C", "C", "Se", "H", "H", "H", "H", "H", "H", "H", "H"], "positions_angstrom": [[-0.319200, 0.060000, 0.079600], [-1.769000, -5.450900, 5.517400], [-1.466900, -4.114600, 4.941200], [-0.890100, -3.110100, 5.718500], [-0.671000, -1.847000, 5.196500], [-1.041100, -1.602800, 3.887400], [-1.579000, -2.591100, 3.082600], [-1.792900, -3.846700, 3.610400], [-0.762400, -0.064100, 3.073700], [-0.491200, 1.053200, 3.926200], [-1.815900, 0.136500, 2.073900], [0.494600, -0.354300, 2.046800], [1.820100, -0.378800, 2.251000], [2.469000, -0.490600, 3.482500], [3.855600, -0.615500, 3.539900], [4.620200, -0.614400, 2.395700], [4.016600, -0.442300, 1.130800], [4.741900, -0.378100, -0.075800], [4.075500, -0.157500, -1.256300], [2.686900, 0.006800, -1.234000], [1.979600, -0.082600, -0.124500], [2.609700, -0.311400, 1.051500], [-1.089800, -5.700000, 6.328200], [-1.736700, -6.218700, 4.748200], [-2.780100, -5.439500, 5.928500], [-0.601000, -3.320400, 6.736500], [-0.248700, -1.052500, 5.790000], [-1.850200, -2.343500, 2.069200], [-2.210100, -4.628800, 2.995300], [1.891700, -0.498500, 4.392300], [4.335000, -0.727800, 4.501700], [5.689900, -0.737700, 2.446200], [5.813600, -0.498500, -0.047800], [4.605000, -0.100000, -2.193300], [2.147300, 0.224100, -2.146800], [-0.891000, -3.052200, -0.431700], [-1.677100, -3.942200, -1.055300], [-2.473300, -3.237500, -1.931200], [-2.098400, -1.904700, -1.772800], [-1.133300, -1.805300, -0.862700], [-0.179200, -3.241200, 0.260000], [-1.628300, -4.991200, -0.850600], [-3.216700, -3.622400, -2.594700], [-2.474800, -1.036100, -2.280000], [0.724400, 3.736700, 1.122400], [-0.602500, 3.420700, 1.570500], [-1.142900, 3.693400, 2.788300], [-2.425700, 3.232700, 2.773700], [-2.657000, 2.700500, 1.546200], [-3.863000, 2.066600, 1.098900], [-1.528700, 2.787900, 0.827700], [-1.285700, 2.121800, -0.900800], [1.265100, 4.258500, 1.906900], [0.681500, 4.376700, 0.239400], [1.264000, 2.822800, 0.861400], [-0.590100, 4.179800, 3.564600], [-3.173000, 3.242700, 3.539500], [-4.616700, 2.124500, 1.877600], [-3.662700, 1.015000, 0.889600], [-4.233600, 2.553600, 0.196700]], "forces_ev_per_angstrom": [[0.5, 0.0, 0.0], [-0.1, -0.1, 0.1], [0.1, 0.1, -0.1], [0.0, 0.1, -0.2], [0.0, 0.1, 0.1], [0.2, 0.7, -0.4], [-0.2, -0.2, -0.1], [0.2, 0.2, 0.1], [0.1, 0.2, 0.1], [0.2, -0.6, 0.4], [0.1, -0.5, 0.1], [-1.5, -0.1, -1.4], [1.3, 0.0, 0.4], [-0.3, 0.1, -0.4], [0.4, -0.1, -0.2], [-0.1, 0.0, 0.2], [-0.5, 0.1, -0.1], [-0.3, 0.0, 0.0], [0.1, 0.0, 0.2], [0.1, 0.0, -0.2], [-0.6, -0.1, 0.2], [0.4, -0.1, 0.5], [0.0, -0.1, 0.0], [0.0, -0.1, 0.1], [0.0, -0.1, 0.0], [0.0, 0.0, 0.1], [0.1, 0.1, 0.2], [-0.1, -0.1, -0.2], [-0.1, -0.1, 0.0], [-0.1, 0.0, 0.1], [0.0, 0.0, 0.0], [0.2, 0.0, 0.0], [0.1, 0.0, -0.1], [0.0, 0.0, -0.1], [0.0, 0.0, 0.0], [0.1, -0.3, 0.1], [-0.2, 0.2, -0.2], [0.1, 0.0, 0.1], [0.0, -0.2, 0.0], [0.3, 0.7, 0.5], [-0.1, 0.1, -0.1], [0.1, -0.3, 0.1], [-0.2, -0.1, -0.2], [0.0, 0.2, 0.0], [0.8, 0.2, -0.4], [-0.8, -0.4, -0.2], [-0.7, 0.0, 0.4], [0.4, 0.5, 0.4], [0.9, 0.3, -0.2], [-0.7, -0.5, -0.4], [-0.2, 0.2, 0.0], [0.2, -0.5, -0.2], [-0.1, 0.0, 0.1], [0.0, -0.1, 0.1], [-0.1, 0.1, 0.1], [0.1, 0.1, 0.1], [-0.1, 0.0, 0.1], [0.0, 0.1, 0.1], [0.0, 0.1, 0.0], [0.0, 0.0, 0.1]], "mulliken_spin": [2.68, 0.00, 0.01, 0.00, 0.00, 0.01, 0.02, -0.01, 0.02, 0.02, 0.06, 0.34, 0.08, 0.13, -0.05, 0.15, -0.02, 0.03, -0.01, -0.03, 0.16, -0.04, 0.00, 0.00, 0.00, 0.00, 0.00, 0.00, 0.00, 0.00, 0.00, 0.00, 0.00, 0.00, 0.00, -0.01, 0.00, 0.00, 0.00, 0.12, 0.00, 0.00, 0.00, 0.00, 0.00, 0.01, 0.01, 0.01, 0.02, 0.00, 0.03, 0.27, 0.00, 0.00, 0.00, 0.00, 0.00, 0.00, -0.01, 0.00], "orbital_gap_ev": [7.850, 5.199], "largest_force_ev_per_a": 2.01, "charge": 2, "homo_energy_ha": [-0.501, -0.499], "s_squared": 6.039, "multiplicity": 5, "lumo_energy_ev": [-5.790, -8.383]}